Below is a 14-piece molecular cluster, C36H104N14O26 overall in a non-equilibrium geometry, with properties calculated with the ωB97M-V functional and the def2-TZVPD basis.

Element x y z (Å)
1 C -0.302 -1.473 1.227
2 N 0.203 -0.455 0.169
3 C 1.311 0.335 0.874
4 C 0.697 -1.086 -1.123
5 C -0.862 0.626 -0.277
6 C -2.307 0.037 -0.289
7 O -2.791 -0.188 1.018
8 H -0.722 -0.894 2.049
9 H 0.562 -1.961 1.680
10 H -1.059 -2.144 0.821
11 H 2.038 -0.394 1.233
12 H 0.896 0.891 1.715
13 H 1.779 1.044 0.191
14 H 1.086 -1.992 -0.659
15 H 1.297 -0.362 -1.674
16 H -0.120 -1.351 -1.794
17 H -0.573 1.162 -1.181
18 H -0.719 1.327 0.546
19 H -2.396 -0.874 -0.881
20 H -2.960 0.808 -0.699
21 H -3.723 0.023 0.929
22 C 2.104 1.538 -4.211
23 N 3.306 2.371 -4.621
24 C 3.352 3.565 -3.613
25 C 4.633 1.623 -4.357
26 C 3.160 2.975 -5.995
27 C 4.292 3.942 -6.489
28 O 4.070 5.245 -5.857
29 H 2.187 0.791 -5.001
30 H 1.177 2.086 -4.380
31 H 2.148 0.998 -3.265
32 H 3.060 3.365 -2.582
33 H 2.777 4.408 -3.996
34 H 4.390 3.895 -3.654
35 H 4.581 0.905 -5.175
36 H 4.626 1.243 -3.336
37 H 5.520 2.251 -4.446
38 H 2.156 3.397 -5.985
39 H 3.017 2.087 -6.611
40 H 4.285 4.195 -7.549
41 H 5.335 3.667 -6.328
42 H 4.859 5.732 -6.107
43 C 3.365 -2.748 2.647
44 N 3.798 -3.801 3.732
45 C 3.154 -3.425 5.089
46 C 3.233 -5.138 3.313
47 C 5.280 -3.820 3.937
48 C 6.088 -3.897 2.610
49 O 7.143 -4.855 2.819
50 H 3.866 -1.781 2.677
51 H 2.313 -2.504 2.796
52 H 3.658 -3.091 1.655
53 H 3.344 -4.224 5.805
54 H 2.086 -3.301 4.906
55 H 3.538 -2.482 5.479
56 H 3.443 -5.732 4.202
57 H 3.672 -5.530 2.395
58 H 2.164 -4.982 3.170
59 H 5.416 -4.670 4.605
60 H 5.490 -2.920 4.515
61 H 6.496 -2.903 2.427
62 H 5.447 -4.159 1.768
63 H 7.516 -5.163 1.990
64 C -2.488 -2.325 -4.082
65 N -1.486 -3.167 -4.805
66 C -2.115 -4.560 -4.963
67 C -1.373 -2.473 -6.203
68 C -0.072 -3.250 -4.263
69 C 0.286 -4.115 -3.033
70 O -0.508 -3.950 -1.857
71 H -2.406 -2.803 -3.106
72 H -3.519 -2.317 -4.436
73 H -2.116 -1.310 -3.942
74 H -2.056 -5.015 -3.974
75 H -1.533 -5.103 -5.707
76 H -3.165 -4.498 -5.248
77 H -1.051 -1.440 -6.074
78 H -2.412 -2.542 -6.527
79 H -0.655 -3.062 -6.773
80 H 0.256 -2.223 -4.102
81 H 0.618 -3.519 -5.062
82 H 1.333 -3.920 -2.798
83 H 0.345 -5.185 -3.231
84 H -0.276 -4.596 -1.185
85 C -5.588 3.882 -4.679
86 C -6.063 2.898 -3.581
87 C -6.248 1.487 -4.129
88 O -6.825 0.629 -3.128
89 C -6.546 -0.774 -3.265
90 N -5.031 2.846 -2.406
91 H -5.516 2.547 -1.572
92 H -4.159 2.376 -2.600
93 H -4.877 3.775 -2.041
94 H -5.507 4.923 -4.366
95 H -6.394 3.982 -5.406
96 H -4.731 3.684 -5.323
97 H -6.969 3.293 -3.122
98 H -5.354 1.006 -4.526
99 H -6.936 1.584 -4.969
100 H -7.239 -1.388 -3.840
101 H -6.707 -1.199 -2.275
102 H -5.515 -0.893 -3.597
103 C -2.821 2.701 2.642
104 C -3.954 3.610 2.061
105 C -5.358 3.569 2.772
106 O -5.563 4.436 3.887
107 C -5.043 3.992 5.138
108 N -3.405 5.058 1.922
109 H -4.075 5.716 1.551
110 H -2.964 5.517 2.706
111 H -2.681 4.923 1.230
112 H -2.031 2.591 1.898
113 H -3.334 1.742 2.712
114 H -2.537 2.926 3.670
115 H -4.070 3.222 1.049
116 H -5.782 2.574 2.906
117 H -6.089 3.802 1.998
118 H -5.750 3.309 5.608
119 H -4.950 4.952 5.646
120 H -4.054 3.536 5.092
121 C -2.462 -5.948 6.862
122 C -1.805 -4.936 5.877
123 C -1.100 -3.694 6.535
124 O -0.448 -2.776 5.809
125 C -1.125 -1.805 5.035
126 N -0.711 -5.606 5.005
127 H 0.097 -5.838 5.565
128 H -1.019 -6.556 4.853
129 H -0.596 -5.245 4.068
130 H -3.168 -5.494 7.557
131 H -1.604 -6.311 7.427
132 H -3.015 -6.661 6.251
133 H -2.405 -4.671 5.007
134 H -0.273 -3.956 7.195
135 H -1.830 -3.091 7.075
136 H -1.382 -0.956 5.668
137 H -2.055 -2.173 4.600
138 H -0.609 -1.466 4.137
139 C 4.987 2.298 -0.029
140 C 5.002 3.515 0.960
141 C 3.798 4.355 0.827
142 O 4.031 5.479 1.657
143 C 2.994 6.444 1.557
144 N 5.444 3.130 2.365
145 H 5.338 3.862 3.053
146 H 4.883 2.394 2.769
147 H 6.433 2.981 2.504
148 H 4.778 2.581 -1.061
149 H 4.098 1.730 0.248
150 H 5.870 1.678 0.128
151 H 5.806 4.183 0.654
152 H 2.997 3.671 1.109
153 H 3.590 4.703 -0.184
154 H 2.890 6.904 0.575
155 H 3.191 7.309 2.190
156 H 2.026 6.018 1.823
157 N 2.839 0.343 4.205
158 O 3.176 0.791 5.253
159 O 3.473 0.787 3.310
160 O 1.948 -0.512 4.139
161 N -1.900 1.273 -4.539
162 O -2.207 1.346 -3.358
163 O -0.897 0.650 -4.888
164 O -2.648 1.614 -5.361
165 N 0.340 -4.936 1.094
166 O 1.147 -4.100 0.749
167 O -0.111 -5.746 0.269
168 O -0.087 -4.915 2.206
169 N -0.371 4.201 0.247
170 O 0.578 3.400 0.202
171 O -0.321 5.397 0.515
172 O -1.458 3.793 -0.184
173 N 4.467 -1.594 -0.904
174 O 5.435 -1.660 -0.214
175 O 4.374 -0.696 -1.706
176 O 3.640 -2.450 -0.896
177 N -6.479 0.805 0.747
178 O -6.143 1.855 0.157
179 O -5.741 -0.146 0.805
180 O -7.524 0.753 1.339

Computed properties:
- Net charge: +3
- Largest force on an atom: 0.160 hartree/bohr
- Orbital gap (alpha / beta): 6.4 / 2.0 eV
- Expectation value of S²: 0.76
- Multiplicity: 2

Löwdin population analysis, charges in e, atoms 1 to 4: C 0.029; N -0.270; C -0.006; C 0.014